Density functional theory data (the ωB97M-V functional and the def2-TZVPD basis) for a 2-piece molecular cluster, C29H25N3O4 overall at a distorted geometry.

CARTESIAN COORDINATES (ANGSTROEM)
1 C 0.51038 0.48885 4.25626
2 C -0.64642 0.81999 3.57590
3 C -0.52975 1.53685 2.40010
4 C 0.70490 1.91149 1.91576
5 C 1.86514 1.58317 2.59010
6 C 1.75573 0.86759 3.76755
7 C 0.45886 2.65360 0.67188
8 O 1.35164 3.13238 0.00049
9 N -0.88470 2.70391 0.43217
10 C -1.52334 2.05414 1.44946
11 O -2.72082 1.90479 1.59498
12 H 0.44477 -0.06637 5.17881
13 H -1.62388 0.54081 3.93471
14 H 2.81743 1.89108 2.18976
15 H 2.64732 0.60386 4.31432
16 C -2.33707 -2.17749 -3.53539
17 O -2.37099 -0.92259 -2.89739
18 C -1.82775 0.12589 -3.65489
19 C -1.79867 1.39534 -3.08695
20 C -1.26438 2.46424 -3.81184
21 C -0.75257 2.24909 -5.10479
22 C -0.78488 0.97792 -5.67786
23 C -1.31405 -0.05922 -4.95865
24 N -0.28428 3.47884 -5.59238
25 C 0.28557 3.73473 -6.91432
26 C -0.48976 4.43670 -4.63654
27 C -1.10449 3.87150 -3.51620
28 C -1.60552 4.59429 -2.40948
29 C -1.33210 5.97895 -2.19646
30 C -0.14894 6.65803 -2.51081
31 N -0.30441 7.99784 -2.26329
32 C 0.72277 9.02198 -2.42629
33 C -1.60828 8.22926 -1.80213
34 C -2.26389 6.98807 -1.73686
35 C -3.62071 6.92786 -1.40891
36 C -4.31190 8.09916 -1.12481
37 O -5.67793 8.14972 -0.80287
38 C -6.31744 6.89687 -0.76234
39 C -3.62096 9.33141 -1.17853
40 C -2.29658 9.40945 -1.51643
41 H -2.77625 -2.91972 -2.86714
42 H -2.91560 -2.14181 -4.46042
43 H -1.30345 -2.45466 -3.75012
44 H -2.16672 1.54147 -2.08857
45 H -0.40192 0.82158 -6.66813
46 H -1.33425 -1.03837 -5.39986
47 H 0.35649 2.81922 -7.49797
48 H -0.33700 4.44658 -7.45347
49 H 1.28164 4.16013 -6.80814
50 H -0.28699 5.47973 -4.78644
51 H -2.31253 4.10204 -1.76165
52 H 0.76380 6.20968 -2.86290
53 H 0.32340 10.00546 -2.18942
54 H 1.56023 8.81613 -1.76240
55 H 1.08002 9.02914 -3.45360
56 H -4.12350 5.98108 -1.42105
57 H -7.35306 7.04589 -0.45317
58 H -6.30240 6.43681 -1.75174
59 H -5.81828 6.25218 -0.03804
60 H -4.17921 10.22734 -0.97581
61 H -1.80004 10.35904 -1.60127

Forces on atoms 1 to 6 (eV/Å):
C 0.2 -0.1 0.1
C -0.4 0.2 -0.3
C 1.0 -0.5 0.9
C 0.2 -0.7 1.2
C -0.1 0.3 -0.5
C 0.0 -0.1 0.2

Its total charge is 0. The LUMO energy is -1.872 eV. The HOMO energy is -7.04 eV.

Density functional theory data (the ωB97M-V functional and the def2-TZVPD basis) for C29H25N5NiO3PS as an isolated structure at a distorted geometry.

CARTESIAN COORDINATES (ANGSTROEM)
1 Ni -1.99520 -1.28380 0.07843
2 O -4.20160 -2.33579 -1.47895
3 N -2.82700 -2.08640 -1.64631
4 C -2.33187 -2.59616 -2.66435
5 C -0.95391 -2.63969 -3.11218
6 C -0.73601 -3.24730 -4.38085
7 C 0.57408 -3.38970 -4.91422
8 C 1.71238 -2.92788 -4.20430
9 C 1.45037 -2.36423 -2.95668
10 C 0.18603 -2.16764 -2.42393
11 P 0.06277 -1.23343 -0.87225
12 C 1.47789 -1.66481 0.09701
13 C 2.74491 -1.15712 -0.02975
14 C 3.79948 -1.53175 0.81404
15 C 3.56299 -2.52660 1.75429
16 C 2.26581 -3.06167 1.90060
17 C 1.24807 -2.65266 1.05871
18 C 0.36744 0.43092 -1.48847
19 C 0.32489 1.46080 -0.54739
20 C 0.39883 2.76371 -1.00153
21 C 0.61521 3.01351 -2.33729
22 C 0.73351 2.01490 -3.27454
23 C 0.54760 0.71045 -2.89031
24 H -4.57160 -1.54075 -0.99390
25 H -3.11195 -3.03264 -3.34236
26 H -1.54125 -3.63107 -4.95716
27 H 0.57767 -3.83166 -5.88515
28 H 2.66495 -3.10057 -4.61875
29 H 2.37189 -2.04418 -2.42833
30 H 2.94666 -0.39762 -0.78414
31 H 4.74755 -1.19014 0.63230
32 H 4.39000 -2.83984 2.35070
33 H 2.06865 -3.77354 2.67192
34 H 0.24986 -3.09117 1.23555
35 H 0.31289 1.25123 0.51633
36 H 0.40372 3.61747 -0.32197
37 H 0.54677 4.04441 -2.71337
38 H 0.79820 2.28543 -4.33135
39 H 0.54260 -0.06226 -3.58928
40 N 2.28949 3.71924 3.48589
41 C 1.46154 2.63115 3.41408
42 C 0.23756 2.82337 4.08204
43 C -0.72505 1.90699 3.99214
44 C -0.45628 0.70080 3.38868
45 C 0.77411 0.41988 2.85882
46 C 1.73586 1.38978 2.83542
47 S -1.67423 -0.56930 3.35024
48 O -2.67533 -0.32879 4.36115
49 O -0.99123 -1.83792 3.18812
50 N -2.36354 -0.39372 1.77783
51 C -2.65061 0.83054 1.23713
52 N -2.85157 1.90554 1.98226
53 C -3.04673 2.99276 1.27453
54 C -3.15198 3.03737 -0.08963
55 C -3.09141 1.85421 -0.77343
56 N -2.73889 0.70953 -0.10117
57 H 2.19963 4.34288 4.20908
58 H 3.25351 3.51504 3.32700
59 H 0.06617 3.80148 4.59513
60 H -1.70437 2.11452 4.42036
61 H 1.03868 -0.48542 2.37982
62 H 2.71690 1.15656 2.42156
63 H -3.24799 3.87152 1.90962
64 H -3.47473 3.90098 -0.62506
65 H -3.35284 1.80026 -1.82241

Forces on atoms 1 to 6 (eV/Å):
Ni -0.6 0.4 0.0
O -0.1 1.1 0.2
N -0.5 1.0 3.1
C -1.3 -1.1 -2.6
C 1.2 -0.4 -1.1
C 1.9 0.6 1.0

Its total charge is +1. The multiplicity is 3. The LUMO energy (spin up / spin down) is -3.523 / -3.953 eV. The HOMO energy (spin up / spin down) is -10.62 / -10.62 eV.

Density functional theory data (the ωB97M-V functional and the def2-TZVPD basis) for C29H26AsIrN2O5S2 as an isolated structure at a distorted geometry.

CARTESIAN COORDINATES (ANGSTROEM)
1 Ir -1.80679 -1.34598 -0.77068
2 N -0.98437 -0.84873 2.59104
3 C 0.27602 -1.41256 2.71835
4 C 0.85960 -1.49659 3.96441
5 C 2.14176 -2.02536 4.16544
6 C 2.86245 -2.49390 3.10963
7 C 2.32011 -2.41187 1.80797
8 C 3.07601 -2.84502 0.69723
9 C 2.57734 -2.70694 -0.55750
10 C 1.30327 -2.13747 -0.70820
11 N 0.54774 -1.73534 0.28744
12 C 1.02828 -1.86095 1.57445
13 H -1.62015 -1.34743 1.98307
14 H -1.42910 -0.67502 3.47910
15 H 0.28910 -1.14811 4.81893
16 H 2.55022 -2.07104 5.16817
17 H 3.84851 -2.92319 3.24363
18 H 4.05280 -3.28413 0.86798
19 H 3.13247 -3.01921 -1.43219
20 H 0.88942 -2.01523 -1.70034
21 S -1.22916 -1.23859 -3.09536
22 C -0.18798 0.13373 -3.41619
23 C 0.30528 0.27343 -4.72247
24 C 1.11925 1.33911 -5.05640
25 C 1.44527 2.29297 -4.09660
26 C 0.95131 2.16645 -2.80898
27 C 0.14578 1.08835 -2.45463
28 As -0.62398 0.98718 -0.66366
29 C -1.47601 2.74701 -0.73363
30 C -2.59479 2.85348 -1.55896
31 C -3.21147 4.08022 -1.74365
32 C -2.72102 5.20948 -1.10065
33 C -1.60864 5.10692 -0.28010
34 C -0.98270 3.87892 -0.09676
35 C 0.96341 1.33237 0.41175
36 C 0.79946 1.70445 1.74510
37 C 1.90132 1.84300 2.57645
38 C 3.17676 1.58915 2.08904
39 C 3.34615 1.20993 0.76506
40 C 2.24445 1.08250 -0.07017
41 H 0.03035 -0.46683 -5.46482
42 H 1.49351 1.43530 -6.06889
43 H 2.07388 3.13551 -4.35670
44 H 1.18491 2.91904 -2.06553
45 H -2.98719 1.96880 -2.04161
46 H -4.07926 4.15486 -2.38762
47 H -3.20488 6.16886 -1.24114
48 H -1.21775 5.98550 0.21864
49 H -0.10204 3.82231 0.52411
50 H -0.19671 1.85828 2.13656
51 H 1.76455 2.13184 3.61200
52 H 4.03574 1.68338 2.74281
53 H 4.33799 1.00387 0.37956
54 H 2.38606 0.77715 -1.09858
55 O -3.95705 -1.81292 -1.56704
56 C -4.37279 -0.69316 -1.19344
57 O -3.60536 0.19156 -0.71130
58 H -5.44260 -0.46505 -1.27281
59 C -1.50784 -4.64734 1.75885
60 S -2.45387 -3.83722 0.49682
61 O -2.81070 -2.50419 1.06120
62 O -3.56207 -4.67866 0.17286
63 O -1.48949 -3.59002 -0.61895
64 H -2.15053 -4.75768 2.63130
65 H -0.63328 -4.03790 1.98663
66 H -1.21094 -5.62126 1.36995

Forces on atoms 1 to 6 (eV/Å):
Ir 0.3 0.8 -1.5
N 0.1 0.0 -0.1
C -0.1 0.0 -0.1
C 0.0 0.0 0.0
C 0.0 0.0 0.1
C 0.1 0.0 0.0

For the energy relative to the best compared isomer or geometry (same formula, charge and spin), the calculation gives 8.8 kcal/mol. Its total charge is 0. The multiplicity is 5. The LUMO energy (spin up / spin down) is -0.132 / -2.142 eV. The HOMO energy (spin up / spin down) is -7.24 / -8.17 eV.